[1]
C16H20N4O4Ti | ωB97M-V with the def2-TZVPD basis set

Calculated values
- multiplicity = 1
- ΔE to the lowest compared entry with this formula, charge and spin (kcal per mole) = 301.3
- charge = +4

The geometry in XYZ format:
```
45
C16H20N4O4Ti | the Open Molecules 2025 dataset | ωB97M-V with the def2-TZVPD basis set
N 1.28 -1.70 -1.57
C 0.77 -1.80 -2.60
C 0.40 -1.97 -3.98
H 0.70 -1.09 -4.59
H -0.68 -2.08 -4.24
H 0.83 -2.92 -4.34
N -1.16 -2.35 2.15
C -2.10 -2.48 2.83
C -3.19 -2.78 3.70
H -4.13 -3.02 3.16
H -3.42 -1.97 4.41
H -2.97 -3.66 4.31
N 0.51 1.96 2.84
C 1.23 2.73 2.38
C 2.10 3.74 1.77
H 2.94 4.00 2.37
H 1.60 4.70 1.55
H 2.43 3.49 0.74
Ti -2.49 1.32 -0.28
C 1.60 -0.63 2.19
O 2.23 -0.15 3.00
C 1.10 -3.14 0.76
O 1.49 -3.90 0.04
C -3.54 0.77 -1.83
C -2.69 1.90 -2.14
C -2.64 3.03 -1.24
C -3.42 3.01 0.00
C -4.27 1.87 0.30
C -4.32 0.75 -0.61
H -3.54 -0.09 -2.52
H -2.08 1.88 -3.06
H -1.94 3.86 -1.41
H -3.21 3.78 0.75
H -4.64 1.73 1.33
H -4.79 -0.20 -0.29
N 4.70 -1.50 -1.15
C 4.01 -0.30 -0.75
C 3.03 -0.62 0.32
O 2.91 -1.82 0.67
O 2.47 0.45 0.73
H 4.27 -2.34 -0.75
H 5.66 -1.44 -0.86
H 4.73 -1.56 -2.14
H 4.70 0.42 -0.35
H 3.52 0.14 -1.60
```



[2]
C5H12O2 | ωB97M-V with the def2-TZVPD basis set

Calculated values
- SMILES string = CC(C)(C)COO
- multiplicity = 1
- ΔE to the lowest compared entry with this formula, charge and spin (kcal per mole) = 79.7

The geometry in XYZ format:
```
19
C5H12O2 | the Open Molecules 2025 dataset | ωB97M-V with the def2-TZVPD basis set
C -0.71 -1.65 -0.49
C 0.37 -0.59 -0.52
C 0.96 -0.43 -1.93
C 1.52 -0.98 0.39
C -0.24 0.80 -0.14
H -0.29 -2.62 -0.84
H -1.03 -1.76 0.53
H -1.62 -1.41 -1.12
H 1.35 -1.37 -2.30
H 1.81 0.31 -1.89
H 0.28 -0.07 -2.68
H 1.14 -1.02 1.41
H 1.85 -1.99 0.13
H 2.31 -0.20 0.42
H -1.07 1.10 -0.78
H 0.54 1.52 -0.17
H -2.08 1.96 1.83
O -0.74 0.75 1.19
O -1.08 2.08 1.52
```



[3]
C51H54BF3MoN3O4STe | ωB97M-V with the def2-TZVPD basis set

Calculated values
- multiplicity = 2
- energy (eV) = -95237.91271

The geometry in XYZ format:
```
119
C51H54BF3MoN3O4STe | the Open Molecules 2025 dataset | ωB97M-V with the def2-TZVPD basis set
Mo -0.83 1.57 0.40
F -3.73 5.28 -2.53
C -3.30 5.92 -1.45
F -4.17 6.94 -1.25
F -2.16 6.54 -1.81
C -3.11 5.09 -0.22
C -3.79 5.46 0.90
C -3.60 4.70 2.06
C -2.63 3.72 2.06
N -1.95 3.37 0.97
C -2.24 3.98 -0.20
S -1.49 3.16 -1.54
H -4.48 6.27 0.90
H -4.12 4.91 2.99
H -2.39 3.17 2.96
C -4.66 -1.86 2.98
N -3.63 -1.18 2.24
C -2.38 -1.90 2.02
C -3.79 0.11 1.92
O -2.98 0.83 1.35
H -4.27 -2.23 3.93
H -5.06 -2.70 2.41
H -5.47 -1.18 3.18
H -1.96 -2.20 2.97
H -1.67 -1.23 1.53
H -2.58 -2.78 1.40
H -4.75 0.51 2.25
C 7.81 -1.02 -1.52
C 6.48 -0.61 -1.01
C 5.34 -1.13 -1.59
C 4.06 -0.78 -1.16
C 2.90 -1.35 -1.89
C 3.96 0.09 -0.06
Te 2.14 0.44 1.04
N -0.27 0.55 1.88
C -0.44 0.73 3.21
O -1.35 0.33 3.93
C 0.70 1.51 3.85
C 1.17 2.69 3.29
C 2.25 3.36 3.82
C 2.92 2.85 4.93
C 2.43 1.70 5.53
C 1.31 1.05 5.01
C 1.83 -1.67 1.29
C 2.65 -2.22 2.28
C 3.74 -1.47 3.02
C 2.47 -3.54 2.65
C 1.49 -4.34 2.09
C 1.24 -5.74 2.54
C 0.71 -3.79 1.09
C 0.87 -2.47 0.66
C 0.04 -2.08 -0.53
C 5.10 0.67 0.50
C 5.08 1.70 1.59
C 6.36 0.31 0.01
H 7.73 -1.61 -2.43
H 8.35 -1.60 -0.80
H 8.44 -0.15 -1.77
H 5.43 -1.81 -2.43
H 3.19 -1.58 -2.93
H 2.02 -0.68 -1.93
H 2.58 -2.27 -1.41
H 0.68 3.05 2.38
H 2.59 4.28 3.38
H 3.78 3.35 5.35
H 2.90 1.33 6.42
H 0.87 0.20 5.50
H 3.37 -0.58 3.52
H 4.57 -1.23 2.33
H 4.13 -2.13 3.79
H 3.11 -3.94 3.44
H 1.87 -5.99 3.40
H 1.47 -6.46 1.74
H 0.19 -5.83 2.81
H -0.03 -4.41 0.59
H -1.01 -2.17 -0.32
H 0.27 -2.77 -1.34
H 0.27 -1.06 -0.86
H 4.44 2.55 1.31
H 6.08 2.07 1.75
H 4.70 1.30 2.54
H 7.23 0.77 0.46
C -4.92 -3.93 -5.64
C -5.18 -3.19 -4.34
C -5.39 -4.21 -3.20
C -6.48 -2.37 -4.52
C -4.03 -2.25 -3.97
C -2.88 -2.11 -4.76
C -1.82 -1.28 -4.37
C -1.94 -0.62 -3.18
O -1.03 0.19 -2.53
B -1.65 0.56 -1.31
O -2.93 -0.04 -1.26
C -3.07 -0.76 -2.40
C -4.12 -1.56 -2.75
H -5.78 -4.54 -5.90
H -4.05 -4.59 -5.55
H -4.74 -3.24 -6.47
H -6.23 -4.86 -3.42
H -5.62 -3.68 -2.25
H -4.48 -4.78 -3.06
H -7.28 -3.05 -4.79
H -6.35 -1.61 -5.30
H -6.74 -1.87 -3.58
H -2.84 -2.65 -5.69
H -0.95 -1.18 -4.99
H -4.98 -1.69 -2.12
C 0.93 1.79 -0.21
C 1.76 2.84 -0.82
C 2.84 2.59 -1.67
C 3.65 3.63 -2.16
C 3.32 4.95 -1.89
C 2.23 5.23 -1.06
C 1.48 4.19 -0.51
H 3.08 1.57 -1.95
H 4.53 3.40 -2.76
H 3.93 5.75 -2.30
H 2.01 6.27 -0.83
H 0.66 4.42 0.15
```



[4]
C4H9N2 | ωB97M-V with the def2-TZVPD basis set

Calculated values
- SMILES string = CN(C)[N+]1=CC1
- multiplicity = 1
- ΔE to the lowest compared entry with this formula, charge and spin (kcal per mole) = 124.9
- charge = +1

The geometry in XYZ format:
```
15
C4H9N2 | the Open Molecules 2025 dataset | ωB97M-V with the def2-TZVPD basis set
C 1.92 -0.72 0.02
C 1.87 0.62 0.72
C -1.16 1.18 -0.21
C -1.19 -1.25 -0.30
N 0.78 -0.14 0.11
N -0.59 -0.05 0.17
H 2.29 -1.51 -0.63
H 1.99 0.62 1.78
H 2.14 1.61 0.36
H -0.41 2.00 0.00
H -1.59 1.10 -1.22
H -2.01 1.30 0.46
H -1.97 -0.99 -1.17
H -0.37 -1.96 -0.55
H -1.70 -1.82 0.46
```



[5]
C2H8N4O | ωB97M-V with the def2-TZVPD basis set

Calculated values
- SMILES string = NC(N)=C(N)NO
- multiplicity = 1
- ΔE to the lowest compared entry with this formula, charge and spin (kcal per mole) = 113.0

The geometry in XYZ format:
```
15
C2H8N4O | the Open Molecules 2025 dataset | ωB97M-V with the def2-TZVPD basis set
N -1.08 -1.37 0.57
C -0.75 -0.04 0.21
C 0.57 0.18 -0.22
N -1.49 0.94 0.78
N 1.00 1.53 -0.26
N 1.07 -0.62 -1.30
O 0.08 -1.84 1.33
H 0.68 -0.81 1.33
H -1.06 -1.96 -0.27
H -2.25 0.62 1.36
H -1.00 1.74 1.18
H 1.96 1.67 -0.57
H 0.44 2.10 -0.88
H 0.60 -0.54 -2.19
H 1.22 -1.59 -1.08
```



[6]
C8H3BF4NO5SV | ωB97M-V with the def2-TZVPD basis set

Calculated values
- multiplicity = 3
- ΔE to the lowest compared entry with this formula, charge and spin (kcal per mole) = 0.0
- charge = -2

The geometry in XYZ format:
```
24
C8H3BF4NO5SV | the Open Molecules 2025 dataset | ωB97M-V with the def2-TZVPD basis set
V -1.88 0.04 -0.05
O 4.06 1.37 -0.13
C 2.71 1.13 -0.16
C 2.09 0.65 -1.31
C 0.73 0.42 -1.26
N 0.04 0.68 -0.15
C 0.63 1.09 0.97
C 1.99 1.34 1.01
C -0.32 1.15 2.18
O 0.14 1.59 3.24
O -1.48 0.69 1.95
C -0.09 -0.24 -2.38
O 0.46 -0.40 -3.47
O -1.26 -0.57 -2.03
H 4.42 1.16 -1.00
H 2.62 0.42 -2.22
H 2.45 1.67 1.93
F -3.44 -3.80 0.57
B -2.17 -3.37 0.94
F -2.08 -1.94 0.58
F -1.98 -3.47 2.31
F -1.18 -4.04 0.23
S -3.63 2.87 -1.10
C -2.81 1.58 -0.63
```



Ordered strongest force on any atom results: 13.8; 3.3; 1.5; 3.4; 4.4; 0.6; unit eV/A.